Entry from the Open Molecules 2025 dataset: the ion C29H49I2N2O7P2Si with charge +1 at a distorted geometry (ωB97M-V/def2-TZVPD).

The geometry in XYZ format:
```
92
Properties=species:S:1:pos:R:3:forces:R:3
C -0.12070 1.10164 5.85118 -0.045 -0.101 0.115
C -1.06961 1.10207 4.70198 -0.556 0.126 -0.084
I -3.07283 1.25932 5.28401 -0.049 -0.061 0.157
C -0.68058 0.99843 3.44250 0.209 -0.098 -0.243
I 1.33755 0.82104 2.96033 0.199 -0.072 -0.151
N -1.49897 1.00117 2.20860 0.092 -0.327 0.122
C -2.48709 2.10256 2.06866 -0.135 0.376 -0.257
C -2.87951 2.23524 0.57622 0.225 0.403 -0.086
C -2.49883 3.62658 0.08702 -0.217 0.041 -0.082
C -3.23618 4.02429 -1.19762 -0.042 -0.392 0.406
C -2.59063 5.17219 -1.91419 0.344 -1.004 0.265
O -3.11440 6.21071 -2.08181 -0.747 1.491 -0.361
O -1.33685 4.96212 -2.35917 0.639 0.086 -0.231
N -2.42799 1.11523 -0.24433 0.593 -0.170 0.385
C -1.22578 1.22295 -1.05253 0.215 -0.330 -0.315
C -1.41697 0.70031 -2.48026 0.833 0.067 0.631
C -1.74566 1.59667 -3.56500 -1.105 -0.457 -0.367
O -2.72546 0.71857 -2.94160 -0.407 0.119 -0.183
C -2.71207 -0.19090 0.35991 -0.790 0.162 0.026
C -2.50945 -1.42555 -0.55336 0.189 0.079 -0.266
C -1.15246 -2.06329 -0.83777 -0.330 -0.557 -0.021
C -1.39381 -3.40114 -1.58475 0.151 0.373 -0.001
C -0.41031 -4.50636 -1.23691 -0.069 0.082 -0.253
C 1.05958 -4.09716 -1.34411 -0.141 -0.580 -0.109
C 1.69625 -3.62080 -0.05872 -0.009 0.476 -0.201
C 3.22851 -3.68636 -0.00717 -0.350 0.230 0.444
C 3.78205 -2.31407 0.36369 0.027 0.355 -0.143
Si 4.03711 -1.19279 -1.12339 0.106 0.031 -0.049
C 5.11691 -2.07343 -2.36282 -0.057 0.036 0.315
C 2.44056 -0.70945 -1.99660 0.220 -0.327 -0.028
C 4.88279 0.38814 -0.57940 0.001 0.471 0.063
C 4.68879 1.57434 -1.31109 0.410 0.047 0.532
C 5.32405 2.76348 -0.94484 -0.037 -0.541 0.176
C 6.15990 2.79284 0.16810 -0.173 -0.541 -0.077
C 6.36717 1.62779 0.91090 -0.368 0.123 -0.519
C 5.73223 0.44271 0.53624 -0.008 0.432 -0.223
P -4.59786 -0.27182 0.53881 0.200 -0.608 0.072
O -5.11730 -1.63363 0.61805 -0.019 0.122 0.063
O -4.93458 0.64216 1.80513 -0.205 0.173 0.092
O -5.17170 0.62714 -0.62746 -0.082 0.118 -0.229
C -1.94631 -0.38383 1.71286 -0.297 0.548 0.148
P -2.69195 -1.61037 2.88845 0.215 -0.611 -0.256
O -2.77458 -2.90130 2.18390 0.052 0.051 0.062
H -0.64945 1.20357 6.78561 -0.070 0.080 0.232
H 0.58566 1.91900 5.75855 0.219 0.113 -0.025
H 0.41738 0.15957 5.88135 0.232 -0.135 -0.020
H -0.81597 1.25672 1.49132 0.072 -0.083 -0.099
H -1.97724 2.99786 2.40221 0.218 0.158 0.153
H -3.34593 1.95580 2.69859 -0.038 -0.274 0.021
H -3.95812 2.25726 0.54320 -0.281 -0.171 -0.005
H -1.42389 3.77872 0.01884 0.223 -0.063 0.048
H -2.83807 4.29753 0.86916 0.063 0.261 0.174
H -3.35551 3.14680 -1.82982 0.079 -0.040 -0.291
H -4.22590 4.37436 -0.94084 -0.301 -0.070 0.044
H -0.97924 4.13855 -2.01732 0.035 -0.132 -0.071
H -0.36904 0.68336 -0.64064 0.154 -0.161 0.256
H -0.89317 2.24933 -1.13381 -0.128 0.238 0.219
H -0.78760 -0.13797 -2.74141 -0.207 -0.340 -0.061
H -1.60668 1.24471 -4.57270 0.536 0.459 -0.294
H -1.91459 2.64157 -3.37226 0.044 0.254 -0.205
H -2.98311 -1.19014 -1.50318 -0.129 0.077 -0.232
H -3.10944 -2.21435 -0.11919 -0.079 -0.098 0.194
H -0.51088 -1.46268 -1.46307 0.330 0.282 0.150
H -0.62450 -2.30127 0.07650 0.060 0.072 0.343
H -1.32000 -3.21834 -2.65498 -0.083 0.119 -0.220
H -2.41130 -3.73322 -1.40397 -0.163 -0.159 0.080
H -0.64640 -4.90937 -0.25652 0.110 -0.017 0.309
H -0.57319 -5.32031 -1.93634 -0.163 -0.184 -0.111
H 1.15837 -3.33884 -2.11994 0.073 -0.001 -0.166
H 1.61774 -4.95661 -1.70395 0.151 -0.193 -0.063
H 1.42708 -2.57397 0.07170 -0.148 0.163 0.149
H 1.25426 -4.14239 0.78303 -0.017 -0.243 0.205
H 3.64250 -4.02234 -0.95120 0.064 -0.270 -0.156
H 3.50824 -4.38185 0.77477 0.210 -0.394 -0.069
H 3.07128 -1.86140 1.05240 -0.001 0.255 0.260
H 4.71614 -2.38537 0.91500 0.281 -0.060 -0.023
H 5.98449 -2.47150 -1.84556 0.259 -0.091 0.023
H 5.46480 -1.38030 -3.12039 0.063 0.104 -0.208
H 4.61073 -2.90316 -2.84303 -0.123 -0.150 -0.170
H 1.74885 -1.54471 -2.05511 -0.038 -0.044 -0.022
H 2.67793 -0.41328 -3.01537 0.002 0.097 -0.178
H 1.94394 0.11558 -1.51366 -0.246 0.424 0.287
H 4.04719 1.57506 -2.17953 -0.101 -0.008 -0.140
H 5.17323 3.65319 -1.53162 -0.029 0.197 -0.103
H 6.65648 3.70791 0.44099 0.098 0.167 0.089
H 7.02464 1.64971 1.76281 0.122 -0.040 0.179
H 5.91807 -0.44963 1.11316 0.025 -0.149 0.120
H -5.85655 0.93421 1.77103 -0.113 -0.032 0.200
H -5.17070 0.16778 -1.47811 -0.073 0.091 -0.153
H -1.00088 -0.88430 1.52540 0.266 -0.131 -0.245
H -1.75481 -1.60081 3.93084 -0.079 0.236 0.251
H -3.85993 -1.05747 3.41545 -0.060 0.041 0.004
```
Positions in Å, forces in eV/Å.

## Properties
Energy in a.u.: -3337.99739
Total charge: +1
Frontier orbital gap in eV: 7.7

Atom charges from the Mulliken analysis, given in e for atoms 1 to 2: C -1.4887; C 0.5163